This record from the Open Molecules 2025 dataset describes a structure of composition C31H51Cl2N4PV at a distorted geometry. The level of theory is wB97M-V/def2-TZVPD.

Each line ends with the Mulliken charge.
Geometry (Å):
H1 -2.982 -4.437 2.969  0.369
H2 -1.760 -1.596 -1.968  -0.238
C1 -0.803 2.682 -3.113  -0.917
C2 -1.665 2.736 4.024  -1.046
H3 -0.953 2.153 0.329  -0.969
H4 -2.050 4.465 0.222  0.389
C3 0.617 -2.543 3.687  -0.715
C4 -0.762 3.459 4.815  -0.482
H5 -1.910 1.222 2.494  0.381
H6 -2.746 2.902 4.128  0.339
H7 1.547 -2.757 3.148  0.223
C5 -0.906 2.787 -0.568  0.175
H8 0.723 -2.571 -4.972  0.363
C6 -2.092 3.758 -0.621  -0.665
C7 3.855 2.415 -0.946  -0.855
H9 -1.877 4.267 -4.114  0.390
C8 2.340 2.177 -0.964  -0.071
C9 -1.015 -3.441 -4.041  -0.652
C10 -0.958 1.902 -1.828  0.388
Cl1 -2.112 -0.866 0.504  -0.693
C11 -0.686 -3.748 1.984  -0.625
H10 4.483 0.511 -3.055  0.380
H11 5.515 2.612 -2.331  0.390
N1 0.387 -3.652 4.660  -0.066
H12 -1.545 -3.690 1.302  0.188
H13 0.731 -1.617 4.268  0.217
C12 0.750 0.508 2.168  -0.226
H14 -1.316 5.260 -1.947  0.293
C13 0.767 -1.961 -2.950  -0.099
H15 -2.893 3.050 -3.340  0.361
C14 0.200 1.553 2.993  1.519
C15 0.225 -4.905 3.874  -0.642
C16 0.620 3.274 4.660  -0.506
H16 0.222 -3.977 1.410  0.188
H17 -1.958 1.432 -1.802  0.612
H18 1.141 -5.058 3.277  0.361
H19 1.845 3.097 -1.309  0.251
H20 1.113 -3.903 -3.880  0.367
H21 -2.647 -2.169 2.786  0.252
H22 -1.191 -4.037 -4.947  0.407
H23 1.808 0.698 1.840  0.106
N2 -0.923 -4.851 2.937  0.002
C17 -0.882 -3.337 5.367  -0.717
C18 4.419 2.562 -2.371  -0.745
H24 -1.232 -4.088 -3.180  0.270
N3 -2.052 -3.271 4.463  -0.027
C19 3.989 1.449 -3.339  -0.928
H25 -3.074 5.095 -2.020  0.414
H26 0.027 3.362 -0.509  0.357
H27 4.341 1.575 -0.433  0.402
H28 1.329 3.841 5.274  0.339
C20 -1.794 -2.179 3.478  -0.685
H29 4.083 3.315 -0.355  0.392
H30 -1.916 -1.737 -5.006  0.391
H31 1.977 1.960 0.052  -0.539
C21 -2.158 -4.543 3.696  -0.655
H32 -2.326 -0.353 -3.069  0.285
H33 -0.046 -0.415 -4.242  0.644
C22 -2.136 4.529 -1.957  -0.763
C23 2.002 1.001 -1.896  0.405
C24 -1.984 3.652 -3.212  -0.870
H34 -1.749 -1.229 4.024  0.208
C25 0.466 -3.024 -4.006  -0.975
H35 4.310 1.676 -4.365  0.385
H36 -0.761 -2.337 5.828  0.390
H37 -3.018 -2.589 -3.922  0.388
H38 -1.143 4.175 5.557  0.323
H39 2.505 0.118 -1.455  0.517
H40 -2.352 -5.363 4.404  0.317
P1 0.231 0.521 -1.926  -0.653
C26 2.473 1.208 -3.325  -0.554
C27 -1.981 -2.245 -4.037  -0.988
C28 -0.170 -0.765 -3.185  0.067
H41 2.168 2.206 3.606  0.361
Cl2 1.650 -1.906 0.497  -0.677
N4 -0.529 -2.425 2.737  1.228
H42 1.950 2.065 -3.767  0.156
C29 1.095 2.362 3.739  -0.685
H43 2.243 0.334 -3.946  0.254
H44 -3.019 3.182 -0.494  0.401
H45 0.628 -2.357 -1.932  -0.264
C30 -1.203 1.789 3.114  0.032
H46 4.064 3.521 -2.772  0.316
V1 -0.105 -0.998 1.495  -0.302
H47 -0.803 2.020 -3.988  0.284
H48 0.147 3.231 -3.112  0.226
H49 0.069 -5.738 4.577  0.311
C31 -1.629 -1.195 -2.984  -0.179
H50 1.826 -1.682 -3.018  0.407
H51 -1.067 -4.113 6.125  0.294

Calculated values
- net charge = -1
- maximum force (eV/Å) = 4.33
- gap between HOMO and LUMO (alpha / beta) (eV) = 5.267 / 5.476
- DFT total energy (hartree) = -3636.67288
- ⟨S²⟩ = 2.0853
- spin multiplicity = 3

This record from the Open Molecules 2025 dataset describes a structure of composition C31H51CrN3O2 at a distorted geometry. The level of theory is wB97M-V/def2-TZVPD.

Each line ends with the Mulliken charge.
Geometry (Å):
C1 1.352 0.602 3.207  -0.483
H1 5.109 -3.684 1.170  0.524
C2 3.953 -2.187 2.279  1.941
H2 1.067 -2.384 -4.516  0.080
H3 -1.167 -2.282 -2.600  0.336
C3 1.823 -1.223 1.017  0.905
H4 -0.221 1.468 2.031  0.939
H5 1.843 -0.135 5.928  0.318
H6 -4.153 4.157 -1.337  0.302
H7 5.217 -0.798 3.446  0.302
H8 4.404 -2.445 0.142  0.246
C4 2.359 2.323 4.780  -1.686
H9 -6.428 2.470 0.010  0.450
H10 -3.484 -0.503 -4.488  0.326
C5 -0.877 0.293 -5.064  -1.664
H11 -0.357 -4.276 -3.708  0.364
H12 -4.164 1.126 -4.408  0.316
H13 4.648 -3.837 3.546  0.462
C6 3.791 -3.158 3.470  -1.753
C7 0.620 -0.287 1.070  0.553
C8 -2.175 0.919 0.130  0.008
C9 -1.789 2.545 -4.646  -1.809
C10 -1.005 0.134 -1.957  1.373
C11 -3.318 0.540 -4.782  -1.694
H14 0.136 0.616 -4.799  0.312
C12 0.350 -3.796 -3.025  -0.840
C13 -4.087 3.957 -0.262  -1.652
C14 -4.235 2.455 0.063  1.838
H15 3.718 -2.630 4.428  0.295
H16 -4.421 1.281 1.915  0.378
H17 -2.605 3.174 -4.276  0.319
Cr1 0.565 -1.511 -1.011  -0.906
H18 6.128 -1.974 2.509  0.466
C15 0.576 0.748 2.114  -0.724
H19 3.386 -3.741 0.828  0.332
H20 3.280 1.750 4.928  0.318
C16 2.650 -2.469 -3.025  -0.772
H21 -0.988 0.481 -6.140  0.550
C17 1.499 -3.130 -3.836  -0.372
H22 -3.120 4.341 0.085  0.350
H23 -1.279 -3.224 -1.179  0.353
C18 -1.151 0.219 -0.519  -1.133
H24 -4.874 4.546 0.223  0.453
C19 -5.593 1.950 -0.474  -1.676
H25 -3.364 0.589 -5.877  0.469
H26 2.969 -0.770 -1.181  0.382
H27 -5.108 2.902 2.026  0.436
H28 -3.356 2.694 2.066  0.360
H29 0.708 1.009 6.626  0.461
H30 3.069 -0.383 4.076  0.298
C20 5.232 -1.342 2.495  -1.716
C21 -1.929 0.928 -2.698  -0.170
H31 -2.244 0.819 1.204  1.045
C22 0.947 0.455 5.710  -1.705
H32 1.945 -3.904 -4.474  0.513
H33 2.207 2.922 5.686  0.450
H34 0.124 -0.246 5.525  0.371
H35 -1.770 2.670 -5.735  0.456
H36 3.115 -3.227 -2.387  0.238
C23 -1.955 1.053 -4.255  1.861
C24 2.425 -0.390 3.201  -0.197
H37 -0.040 3.084 3.692  0.377
H38 -0.075 -2.620 0.098  -0.094
N1 -0.238 -0.559 0.168  -0.037
H39 -0.958 -0.792 -4.937  0.228
H40 -0.852 2.951 -4.246  0.374
H41 0.775 -4.578 -2.386  0.313
H42 2.097 -0.397 -2.601  0.490
C25 4.218 -3.058 1.031  -1.798
H43 2.526 3.016 3.947  0.353
H44 5.358 -0.606 1.692  0.359
H45 -5.716 0.877 -0.289  0.354
O1 2.022 -1.872 -0.005  -0.679
H46 -3.634 2.255 -2.576  0.361
N2 -0.321 -2.826 -2.216  -0.301
C26 -4.278 2.323 1.603  -1.995
H47 -1.024 1.734 4.303  0.406
C27 -0.112 2.320 4.474  -1.985
H48 3.418 -2.096 -3.710  0.453
H49 -5.699 2.112 -1.552  0.320
C28 -3.093 1.670 -0.593  -0.611
O2 -0.103 -0.639 -2.471  -0.830
H50 2.890 -3.772 3.358  0.363
N3 2.145 -1.402 -2.217  -0.429
H51 -0.245 2.847 5.427  0.470
C29 2.727 -1.255 2.208  -0.278
C30 -2.931 1.669 -1.991  -0.100
C31 1.145 1.414 4.509  1.815

Calculated values
- maximum force (eV/Å) = 8.78
- gap between HOMO and LUMO (alpha / beta) (eV) = 5.799 / 6.533
- DFT total energy (hartree) = -2570.73106
- ⟨S²⟩ = 6.0472
- spin multiplicity = 5